Version i
20
Properties=species:S:1:pos:R:3:lowdin_charge:R:1 method="wB97M-V/def2-TZVPD" homo_energy_ev=-13.87 smiles="CC(=O)[C@]1([NH3+])C[C@@H]1C" gap_ev=10.048 charge=+1
O -1.53454 1.65389 0.79204 0.148
N -0.00526 -1.71232 0.27273 0.242
C 0.98705 0.45907 1.50538 -0.005
C 1.44174 1.70162 -0.73772 -0.090
C 0.02531 -0.19840 0.48987 -0.224
C -1.47440 0.58545 0.27631 -0.339
C -2.50121 -0.22908 -0.39334 0.002
C 1.30345 0.50390 0.03337 -0.315
H 0.78790 1.44478 2.13960 0.184
H 1.25304 1.57543 -1.88853 0.126
H 0.04622 -2.34084 1.09128 0.189
H 1.44430 -0.28993 2.15439 0.106
H 0.69646 -2.13881 -0.32449 0.168
H 0.84082 2.62892 -0.50455 0.105
H 1.92717 -0.30904 -0.39949 0.150
H -2.12630 -0.45896 -1.35728 0.081
H 2.46755 2.16203 -0.68996 0.107
H -0.82649 -2.09520 -0.15537 0.124
H -3.50325 0.21871 -0.45631 0.115
H -2.51615 -1.28602 0.11462 0.124

Version ii
20
Properties=species:S:1:pos:R:3:lowdin_charge:R:1 method="wB97M-V/def2-TZVPD" homo_energy_ev=-12.62 gap_ev=8.714 charge=+1
O -1.99672 -0.60071 0.20147 0.140
N 0.81302 -0.91070 0.47635 0.051
C 0.37645 1.47021 1.04560 0.044
C 1.58091 -1.96625 0.02847 -0.011
C -4.17079 0.26037 -0.41193 0.020
C 0.97412 0.32924 0.19485 -0.213
C -3.00844 -0.13450 -0.09854 -0.311
C 1.86480 0.75455 -0.93084 0.022
H 2.50222 -1.95869 0.52177 0.100
H 0.42876 1.28652 2.06394 0.072
H 2.82433 0.37677 -0.73163 0.090
H -0.64479 1.56959 0.73016 0.085
H 1.90822 -1.77109 -1.05176 0.130
H -5.11344 -0.23471 -0.17735 0.085
H -4.24142 1.08945 -1.23372 0.125
H 2.00057 1.85693 -1.11053 0.134
H 0.99440 2.38428 0.91033 0.112
H 0.25298 -0.97440 1.22996 0.118
H 0.98894 -2.89173 0.03484 0.129
H 1.66588 0.06488 -1.69143 0.076

Version iii
20
Properties=species:S:1:pos:R:3:lowdin_charge:R:1 method="wB97M-V/def2-TZVPD" homo_energy_ev=-14.00 smiles="C=[NH+]C(=C)CCCO" gap_ev=9.051 charge=+1
O -1.52390 -1.34974 0.26221 -0.065
N 0.88336 -0.78521 -0.13504 0.103
C 0.97672 0.61864 -0.36032 -0.249
C 1.67245 -1.68731 -0.54304 0.183
C -1.17078 0.85445 1.07662 -0.179
C -2.11215 -0.03906 0.29260 -0.186
C -0.11895 1.51948 0.20292 -0.137
C 2.03094 1.21435 -0.92449 0.135
H -1.81079 1.63772 1.50153 0.131
H -0.75373 0.41143 1.98465 0.134
H -2.21884 0.34327 -0.72596 0.131
H -0.07523 -1.02635 0.22185 0.085
H 2.11661 2.27719 -1.07721 0.095
H -0.64376 1.98628 -0.62603 0.126
H 1.45056 -2.71468 -0.27499 0.125
H 2.84550 0.60387 -1.29620 0.073
H 0.31535 2.34026 0.77366 0.130
H -3.09991 -0.07048 0.75227 0.133
H -2.15373 -2.04827 0.24034 0.113
H 2.62294 -1.57104 -1.04192 0.118

version iii (0.576 eV below the next structure)

Version i
13
Properties=species:S:1:pos:R:3:lowdin_charge:R:1 method="wB97M-V/def2-TZVPD" homo_energy_ev=-9.49 smiles="O=CC[C@H]1CN1" gap_ev=10.546
O -2.09246 -1.37575 -0.10410 0.047
N 1.24941 1.16504 0.54168 -0.004
C 0.03446 0.39335 0.39845 -0.443
C 1.00763 -0.39391 1.18505 -0.010
C -0.31899 -0.01723 -1.00922 -0.129
C -1.45002 -1.01319 -1.06954 -0.249
H 1.24473 1.78503 1.34266 0.081
H 2.00798 -0.05193 0.68462 0.109
H -0.60364 0.85929 -1.61126 0.127
H -1.67812 -1.40678 -2.08495 0.120
H -0.79686 0.82235 0.95863 0.148
H 0.55979 -0.46108 -1.49709 0.128
H 0.83609 -0.30519 2.26509 0.076

Version ii
13
Properties=species:S:1:pos:R:3:lowdin_charge:R:1 method="wB97M-V/def2-TZVPD" homo_energy_ev=-9.50 gap_ev=9.893
O 0.41497 1.40142 0.55317 0.016
N 0.86040 -1.47148 -0.75917 0.034
C 0.25552 0.44873 1.41044 0.021
C -0.59436 0.41586 0.18150 -0.255
C 1.03439 -0.34833 -1.67041 -0.134
C -0.23565 -0.52076 -0.92623 -0.291
H 1.08073 -0.61192 -2.72341 0.103
H -1.91848 0.95808 3.24783 0.050
H -1.10014 -0.93001 -1.44349 0.136
H -1.60076 0.82086 0.20548 0.127
H 1.67851 0.47804 -1.37443 0.107
H 1.35165 -1.31889 0.12079 0.081
H -1.22677 0.67840 3.17793 0.005

Version iii
13
Properties=species:S:1:pos:R:3:lowdin_charge:R:1 method="wB97M-V/def2-TZVPD" homo_energy_ev=-10.39 smiles=COCCC#N gap_ev=11.183
O -0.66734 1.08925 -0.21710 -0.190
N 1.43027 -3.15375 -0.80880 0.139
C 1.23139 -2.01477 -0.84342 -0.227
C -0.79687 1.57063 1.10294 -0.111
C 0.92848 -0.58156 -0.85570 -0.149
C -0.47444 -0.30077 -0.30047 -0.243
H 0.99516 -0.20422 -1.88096 0.126
H -0.87140 2.65778 1.03493 0.090
H 1.67359 -0.04671 -0.25780 0.126
H -1.70379 1.17985 1.59147 0.092
H 0.07498 1.31262 1.72553 0.092
H -1.22707 -0.73180 -0.97120 0.131
H -0.59295 -0.77656 0.68059 0.124

Version iv
13
Properties=species:S:1:pos:R:3:lowdin_charge:R:1 method="wB97M-V/def2-TZVPD" homo_energy_ev="-8.70 / -8.70" gap_ev="8.704 / 8.704"
O 0.77535 -0.62780 1.07414 -0.100
N 2.32494 0.57390 -1.71949 0.141
C -0.02916 -1.27964 0.29096 -0.042
C 1.15396 0.62063 0.59903 -0.217
C 1.83930 0.60394 -0.66502 -0.236
C -1.48028 0.36018 -0.19009 -0.074
H -1.49282 0.37127 -1.28283 0.048
H -0.30131 0.74667 0.18124 0.060
H 0.17749 -1.31725 -0.77674 0.105
H -2.15945 -0.41847 0.16458 0.033
H -1.92056 1.30099 0.16988 0.050
H -0.52822 -2.11888 0.76566 0.114
H 1.64076 1.18445 1.38866 0.117

version iii (2.903 eV below the next structure)

Version i
13
Properties=species:S:1:pos:R:3:lowdin_charge:R:1 method="wB97M-V/def2-TZVPD" homo_energy_ev=-8.71 gap_ev=9.413
O -0.06902 1.22427 -1.30495 0.093
N 0.00481 0.15093 0.71448 -0.022
C -1.59373 -0.60833 -0.97446 0.008
C 1.30906 0.72178 1.08244 -0.244
C 1.61806 -0.70765 0.81788 0.052
C -0.49020 0.34318 -0.59339 -0.504
H -0.11220 -0.76899 1.16690 0.110
H -2.49884 -0.37377 -0.40536 0.092
H 1.83291 -0.78556 -0.26185 0.029
H -1.30740 -1.64024 -0.74777 0.088
H -1.79959 -0.50623 -2.04041 0.089
H 1.32005 1.09031 2.10954 0.103
H 1.57832 1.48666 0.35431 0.107

Version ii
13
Properties=species:S:1:pos:R:3:lowdin_charge:R:1 method="wB97M-V/def2-TZVPD" homo_energy_ev="-7.86 / -7.86" gap_ev="8.034 / 8.034"
O 2.76821 -0.32454 0.16279 -0.023
N 2.09704 0.54942 -0.23303 0.082
C -0.54616 1.50397 0.08015 -0.074
C -0.35471 -1.09532 0.71460 -0.115
C -0.28893 -1.01470 -0.79413 -0.126
C 0.05885 0.14737 0.05030 -0.346
H -1.15739 1.68022 -0.80586 0.077
H 0.37282 -1.71194 1.22184 0.093
H -1.20010 -0.98061 -1.37703 0.099
H -1.16264 1.63730 0.96944 0.077
H -1.32911 -1.09435 1.19013 0.103
H 0.50928 -1.56020 -1.27719 0.091
H 0.23285 2.26339 0.09798 0.062

Version iii
13
Properties=species:S:1:pos:R:3:lowdin_charge:R:1 method="wB97M-V/def2-TZVPD" homo_energy_ev=-8.35 gap_ev=9.046
O -1.47140 -0.75219 1.22053 -0.029
N 0.96106 0.62706 -0.65959 -0.024
C -1.10667 -0.14764 -0.00166 -0.420
C -0.24630 1.12388 0.06576 -0.130
C -0.08054 -0.93947 -0.84469 0.050
C 1.20211 -0.72995 -0.12666 -0.232
H -2.03832 0.01998 -0.54738 0.128
H 2.09969 -1.17974 -0.55060 0.107
H 1.26734 -0.67218 0.96648 0.116
H -0.65716 1.99807 -0.44325 0.119
H 0.03770 1.41311 1.08319 0.123
H 0.76697 0.54901 -1.66472 0.112
H -0.73448 -1.30995 1.50259 0.081

Version iv
13
Properties=species:S:1:pos:R:3:lowdin_charge:R:1 method="wB97M-V/def2-TZVPD" homo_energy_ev=-9.18 smiles=C1N[C@H]1[C@H]1CO1 gap_ev=10.345
O 0.29401 -1.00753 1.09274 -0.059
N 0.66476 0.36467 -1.47281 0.028
C -0.22337 0.86038 -0.42078 -0.269
C 1.19033 1.30323 -0.49192 -0.138
C -0.63929 -0.07449 0.67167 -0.229
C -0.84397 -1.67418 0.68266 -0.089
H -1.30925 -2.26977 1.48308 0.110
H 1.42265 2.29029 -0.88100 0.100
H 1.86584 0.93374 0.27308 0.109
H 0.96476 -0.57281 -1.20824 0.089
H -1.03124 -1.99324 -0.32865 0.094
H -0.99363 1.54460 -0.76998 0.134
H -1.36159 0.29513 1.37015 0.119

version iv (0.440 eV below the next structure)

Version i
13
Properties=species:S:1:pos:R:3:lowdin_charge:R:1 method="wB97M-V/def2-TZVPD" homo_energy_ev=-9.89 gap_ev=10.935
O -1.23903 0.06832 0.99729 -0.028
N -1.01315 -0.08573 -1.08402 0.119
C 0.00093 -0.11279 0.07594 -0.461
C -1.90576 0.20187 -0.18960 -0.223
C 0.84625 -1.35968 0.22228 -0.012
C 0.70789 1.24769 -0.06422 -0.002
H 0.07632 -2.09289 0.53209 0.092
H 1.21442 -1.58812 -0.86467 0.127
H 1.50580 1.30762 0.62655 0.076
H -2.97477 0.41123 -0.28720 0.129
H 0.02785 1.95061 0.21067 0.055
H 1.73568 -1.29216 0.84499 0.074
H 1.01758 1.34404 -1.02010 0.053

Version ii
13
Properties=species:S:1:pos:R:3:lowdin_charge:R:1 method="wB97M-V/def2-TZVPD" homo_energy_ev=-9.63 smiles="C[C@H]1NCC1=O" gap_ev=10.583
O 0.75810 1.81616 1.23632 0.101
N 0.69093 -1.09532 -0.00326 0.016
C -1.64568 -0.07908 -0.41756 -0.049
C -0.43253 -0.23142 0.49133 -0.316
C 1.51387 0.14364 -0.43187 -0.071
C 0.57409 0.90830 0.47083 -0.390
H -0.75147 -0.43854 1.51913 0.145
H 1.38336 0.20232 -1.50950 0.104
H -2.19029 0.81740 -0.09781 0.084
H -2.33336 -0.92876 -0.35175 0.076
H -1.36171 0.04974 -1.46718 0.080
H 1.07708 -1.59578 0.79577 0.099
H 2.57173 0.38433 -0.22656 0.121

version ii (0.478 eV below the next structure)

Version i
13
Properties=species:S:1:pos:R:3:lowdin_charge:R:1 method="wB97M-V/def2-TZVPD" homo_energy_ev=-7.77 gap_ev=8.621
O 1.59062 0.73028 0.69540 -0.085
N -1.43846 -1.09840 -0.21313 0.025
C 0.93641 -0.54174 0.13980 -0.153
C -1.43382 0.36143 -0.31506 -0.131
C 2.16694 0.96077 -0.44503 -0.009
C -0.47034 -0.33545 0.56642 -0.338
H 2.34518 2.01863 -0.58381 0.001
H -2.23257 0.92982 0.16095 0.107
H 1.46443 -1.36483 0.61434 0.123
H -1.10208 0.75662 -1.27429 0.108
H -0.60971 -0.23639 1.64102 0.143
H -2.19540 -1.41903 0.38413 0.094
H 0.94866 -0.66394 -0.96895 0.113

Version ii
13
Properties=species:S:1:pos:R:3:lowdin_charge:R:1 method="wB97M-V/def2-TZVPD" homo_energy_ev=-10.40 smiles="CC(=O)CC#N.[H][H]" gap_ev=11.137
O 0.14395 1.11596 1.68979 0.073
N -1.03613 -1.58989 -1.91732 0.154
C -1.25698 0.09155 0.07914 -0.120
C -1.14557 -0.85020 -1.03599 -0.249
C 0.07208 0.70701 0.55716 -0.501
C 1.16984 0.85596 -0.46313 -0.020
H 0.79216 1.46472 -1.29295 0.098
H 2.03713 1.34376 -0.01662 0.089
H -1.75422 -0.38358 0.92914 0.127
H 0.74316 -1.57959 1.60052 0.065
H 0.65838 -1.99958 0.99352 0.066
H 1.45989 -0.11129 -0.88752 0.083
H -1.88369 0.93517 -0.23573 0.136

Version iii
13
Properties=species:S:1:pos:R:3:lowdin_charge:R:1 method="wB97M-V/def2-TZVPD" homo_energy_ev="-7.98 / -7.83" gap_ev="8.137 / 7.870"
O 0.66827 -0.21874 0.79593 -0.114
N -1.07398 2.17514 -1.62195 0.053
C -1.49169 -1.11489 0.34316 -0.040
C -0.11750 -0.72962 -0.06518 -0.206
C 1.86234 0.37549 0.54780 -0.106
C -0.14254 1.88584 -1.00049 -0.116
H 2.38709 -0.02932 -0.31839 0.069
H 0.26411 -0.88640 -1.07444 0.137
H -1.68261 -2.17702 0.14976 0.082
H -2.22605 -0.53459 -0.22931 0.083
H 0.77647 1.65482 -0.40447 0.012
H -1.63639 -0.91347 1.40720 0.090
H 2.41249 0.51276 1.47038 0.056

Version iv
13
Properties=species:S:1:pos:R:3:lowdin_charge:R:1 method="wB97M-V/def2-TZVPD" homo_energy_ev=-8.90 smiles=C1N[C@H]1[C@H]1CO1 gap_ev=9.988
O 0.87105 -0.76908 0.90982 -0.069
N -1.26411 0.98822 0.45467 0.035
C -1.72304 -0.31300 -0.00557 -0.136
C 0.76392 -0.36314 -0.39539 -0.287
C 1.89947 0.16442 0.62831 -0.062
C -0.55153 0.34893 -0.64726 -0.265
H -0.73219 0.87824 1.31585 0.096
H -2.68771 -0.33101 -0.50634 0.101
H -1.50545 -1.18037 0.61663 0.111
H 1.18312 -0.93294 -1.21098 0.139
H 1.58444 1.00170 -0.00388 0.108
H 2.85230 -0.33291 0.45339 0.094
H -0.69025 0.84092 -1.60926 0.135

version ii (2.904 eV below the next structure)